The following is a quantum chemistry calculation of a structure of composition C38H89AsBF10N10O4, from the Open Molecules 2025 dataset.

Output
Highest occupied orbital energy: -15.7 eV
Net charge: +5
Strongest force on any atom: 4.813 eV/Å

Structure (XYZ):
```
153
C38H89AsBF10N10O4 | the Open Molecules 2025 dataset | the ωB97M-V functional and the def2-TZVPD basis
As -0.4802 0.4038 0.1907
F 0.1082 -0.9185 -0.8346
F -1.4666 0.9587 -1.1911
F -1.0952 1.7190 1.3680
F 0.4257 -0.3104 1.5391
F 0.8643 1.4241 -0.3946
F -1.8588 -0.5843 0.8005
C -4.5880 -5.1865 5.4977
C -4.6464 -3.7280 5.7194
N -3.4704 -3.1389 6.3359
C -3.3503 -2.5042 7.5862
C -2.0566 -2.1157 7.7798
N -1.3617 -2.5406 6.6575
C -2.2607 -3.0723 5.7624
C -0.0005 -2.3421 6.4590
H -5.3917 -5.7232 4.9937
H -4.4913 -5.6827 6.4634
H -3.6937 -5.4315 4.9248
H -5.5827 -3.4504 6.2033
H -4.6981 -3.2668 4.7331
H -4.1906 -2.4865 8.2644
H -1.4899 -1.5382 8.4952
H -2.1244 -3.4954 4.7781
H 0.4640 -2.8879 7.2802
H 0.3056 -1.2968 6.4166
H 0.0979 -2.7570 5.4558
C -5.3719 1.3924 2.3909
C -6.3740 1.2081 1.1044
N -6.1274 2.1667 0.0187
C -6.8200 2.1581 -1.1976
C -6.2203 3.1123 -2.0702
N -5.1902 3.6930 -1.2702
C -5.0860 2.9770 -0.1047
C -4.2489 4.6578 -1.6700
H -5.3519 0.5972 3.1361
H -5.6474 2.3077 2.9148
H -4.3198 1.5037 2.1290
H -7.4283 1.2733 1.3735
H -6.1768 0.2109 0.7110
H -7.6450 1.4659 -1.2782
H -6.3146 3.2973 -3.1301
H -4.2954 3.1838 0.6014
H -4.6701 5.3366 -2.4115
H -3.4110 4.1460 -2.1433
H -3.6507 5.1307 -0.8911
C 4.3794 -2.7546 1.8345
C 3.7446 -3.9845 1.2020
N 4.7569 -5.0684 1.0309
C 5.9921 -4.9808 0.4407
C 6.5499 -6.2177 0.2004
N 5.6540 -7.1560 0.7833
C 4.5972 -6.4196 1.3326
C 5.7191 -8.5904 0.8487
H 5.4663 -2.7605 1.7524
H 4.0779 -2.6592 2.8776
H 4.2002 -1.8288 1.2878
H 3.3068 -3.6927 0.2474
H 2.8950 -4.2242 1.8414
H 6.4876 -4.0782 0.1150
H 7.4463 -6.4940 -0.3349
H 3.7345 -6.8193 1.8449
H 5.3361 -8.8287 -0.1436
H 4.9044 -9.0032 1.4437
H 6.7065 -9.0258 1.0020
C 0.0936 5.5263 6.8357
N 1.4183 5.1939 6.0926
C 1.2217 4.1837 5.0066
C 1.8842 6.4238 5.3682
C 2.3852 4.6822 7.1002
C 3.7580 4.2388 6.5820
O 3.7788 2.8237 6.4392
H 0.3309 6.1594 7.6906
H -0.2425 4.5452 7.1714
H -0.6586 5.9989 6.2040
H 0.5066 4.5862 4.2892
H 1.0365 3.1875 5.4084
H 2.1854 4.1345 4.4997
H 1.0042 6.9244 4.9642
H 2.6938 6.1244 4.7026
H 2.2982 6.9975 6.1974
H 1.7548 3.8804 7.4845
H 2.5169 5.4328 7.8795
H 4.3685 4.4537 7.4591
H 4.2122 4.8689 5.8173
H 4.6651 2.5144 6.6402
C 0.8561 0.6574 -8.6750
N -0.6698 0.9045 -8.6991
C -0.9158 2.2786 -9.3907
C -1.2700 -0.2694 -9.4795
C -0.9677 0.9896 -7.1551
C -2.5202 1.0400 -6.8126
O -3.0761 2.2837 -7.1183
H 1.0321 -0.3588 -8.3220
H 1.2598 1.2966 -7.8899
H 1.3618 0.8877 -9.6127
H -0.2628 3.0207 -8.9315
H -1.9852 2.4581 -9.5014
H -0.5062 2.2295 -10.3997
H -0.6860 -0.5166 -10.3660
H -2.2674 0.1035 -9.7126
H -1.5114 -1.0033 -8.7106
H -0.4102 1.7654 -6.6303
H -0.5272 0.0925 -6.7202
H -2.7530 0.8547 -5.7640
H -3.1554 0.3177 -7.3253
H -2.5325 2.9322 -6.6649
C 4.9669 4.4446 -5.1500
N 5.8795 4.4360 -3.8995
C 7.1223 3.7111 -4.3360
C 6.3619 5.8618 -3.6466
C 5.2475 3.8561 -2.6374
C 4.8645 2.3004 -2.8116
O 3.5544 2.3272 -3.4907
H 5.5212 4.9292 -5.9537
H 4.0703 4.9526 -4.7949
H 4.5960 3.4592 -5.4319
H 6.9237 2.8215 -4.9337
H 7.6022 3.3674 -3.4197
H 7.7611 4.3216 -4.9742
H 7.1135 5.9722 -2.8648
H 5.5418 6.4753 -3.2736
H 6.5951 6.3111 -4.6119
H 4.3970 4.4928 -2.3937
H 6.0326 3.9645 -1.8891
H 4.9417 1.8083 -1.8421
H 5.6683 1.8265 -3.3750
H 2.9871 2.3140 -2.7164
C -3.9049 -5.5231 -0.4586
N -2.7569 -5.5360 -1.5381
C -2.9508 -4.3148 -2.4532
C -1.4051 -5.3892 -0.7876
C -2.9948 -6.7998 -2.3729
C -2.3105 -8.0544 -1.8321
O -2.8275 -8.4439 -0.5326
H -3.4903 -5.3267 0.5301
H -4.2756 -6.5395 -0.3258
H -4.7176 -4.8548 -0.7433
H -2.1159 -4.5843 -3.1001
H -2.8669 -3.3415 -1.9697
H -3.8738 -4.5422 -2.9866
H -1.4866 -4.4543 -0.2331
H -0.6679 -5.3769 -1.5904
H -1.2587 -6.1988 -0.0726
H -2.8229 -6.5429 -3.4181
H -4.0782 -6.9193 -2.3823
H -1.2329 -8.0286 -1.9937
H -2.5897 -8.9222 -2.4296
H -2.3116 -9.2200 -0.3024
B -3.2024 6.9640 2.8518
F -2.5201 5.8455 2.5520
F -4.2743 6.5608 3.5138
F -2.4961 7.7817 3.7563
F -3.5949 7.6829 1.7098
```

Here are the Mulliken charges for atoms 1 to 5, given in e: atom 1 (As): 2.136, atom 2 (F): -0.505, atom 3 (F): -0.529, atom 4 (F): -0.557, atom 5 (F): -0.517



The following is a quantum chemistry calculation of a cluster of 16 separate species, C38H94NO28 in total, from the Open Molecules 2025 dataset.

Output
Highest occupied orbital energy: 2.4 eV
Net charge: -3
Strongest force on any atom: 5.477 eV/Å

Structure (XYZ):
```
161
C38H94NO28 | the Open Molecules 2025 dataset | the ωB97M-V functional and the def2-TZVPD basis
C 2.3709 -0.8283 0.7610
C 1.2671 -0.5673 -0.3412
C 0.7827 -1.8634 -1.0389
C -0.0603 -2.7273 -0.0647
C -1.1563 -1.9856 0.6043
C -0.7792 -0.5433 1.2285
N 0.0711 0.0989 0.1446
O 0.2393 1.6174 0.2679
C -0.1890 -0.7659 2.6590
C -2.1739 0.1207 1.2784
C 2.0100 0.1501 -1.5699
H 2.2984 -1.6488 1.4749
H 2.5816 0.0058 1.4303
H 3.3439 -1.1087 0.3575
H 1.6430 -2.5189 -1.1745
H 0.2796 -1.6155 -1.9735
H 0.6143 -3.0672 0.7211
H -0.3469 -3.6617 -0.5472
H -1.5221 -2.6150 1.4155
H -1.8638 -1.8221 -0.2086
H -0.8389 -0.8735 3.5274
H 0.6174 -0.0801 2.9186
H 0.2358 -1.7695 2.6382
H -2.2026 1.1532 1.6266
H -2.8257 -0.2715 2.0590
H -2.5722 0.2491 0.2719
H 1.5097 0.5279 -2.4616
H 2.7858 -0.4622 -2.0296
H 2.4344 1.0784 -1.1876
C -4.4323 2.8173 1.0907
C -3.4255 3.8136 0.7124
C -3.9755 4.9755 -0.3776
O -3.1913 5.9346 -0.4841
C -5.3052 4.6853 -1.0390
C -6.2153 3.8318 -0.4846
C -5.7313 2.9339 0.6163
O -6.5718 2.1243 1.2240
O -7.4065 3.9033 -1.0026
O -2.2740 3.7333 1.1043
H -4.1400 2.2074 1.9328
H -5.6631 5.5236 -1.6182
C -3.4848 -4.4439 -1.2014
O -2.8255 -5.5098 -1.8557
H -3.1248 -4.2557 -0.1899
H -3.6050 -3.5397 -1.7981
H -4.5198 -4.7482 -1.0456
H -1.8819 -5.4568 -1.6873
C -1.5992 0.2617 -3.3990
O -1.7656 0.6925 -2.0965
H -1.8347 -0.8003 -3.3304
H -2.2233 0.7523 -4.1459
H -0.5876 0.2975 -3.8033
H -0.9351 0.5919 -1.6255
C -4.9828 -2.4468 2.9541
O -6.1479 -2.8668 2.1144
H -5.1885 -1.3977 3.1666
H -4.7994 -3.0327 3.8547
H -4.0976 -2.3807 2.3215
H -6.2069 -3.8106 2.2797
C -2.1187 -4.7942 3.7835
O -1.3096 -5.9304 3.9682
H -1.5765 -3.8857 3.5212
H -2.5533 -4.9110 2.7907
H -2.7012 -4.6506 4.6935
H -0.6839 -5.7504 4.6738
C 5.2295 -2.7651 -2.6518
O 4.7054 -3.1318 -3.9458
H 6.0260 -2.0318 -2.7780
H 4.5056 -2.4352 -1.9068
H 5.5749 -3.6652 -2.1433
H 3.8472 -2.7719 -4.1818
C 2.1845 -5.6571 0.2323
C 1.7271 -5.7445 1.7375
O 2.6393 -5.2326 2.7108
O 1.5195 -6.6503 -0.5646
H 3.2651 -5.7777 0.3094
H 2.0089 -4.6671 -0.1887
H 1.5697 -6.8124 1.8888
H 0.7860 -5.1958 1.7023
H 2.3785 -5.6186 3.5502
H 1.6640 -6.3026 -1.4476
C -5.2010 0.7612 5.0912
C -5.8792 2.1482 4.7799
O -6.8694 2.2931 5.6708
O -4.5427 0.7075 6.3466
H -4.4778 0.6287 4.2865
H -5.9778 -0.0012 5.0320
H -6.3660 2.0393 3.8107
H -5.0209 2.7976 4.6075
H -6.5434 2.0346 6.5360
H -4.1640 -0.1632 6.4881
C 6.2829 -1.5766 1.5387
C 5.2034 -2.2394 2.3522
O 4.8169 -3.3799 1.5855
O 6.9252 -0.5351 2.2538
H 5.9409 -1.2027 0.5736
H 7.0979 -2.2834 1.3830
H 4.2807 -1.7160 2.6028
H 5.5733 -2.4925 3.3458
H 4.0680 -3.8447 1.9662
H 7.5929 -0.1330 1.6933
C 1.7936 -0.1116 -5.4504
C 2.7962 -1.2315 -5.7654
O 2.4541 -2.4532 -5.1452
O 2.1787 1.0591 -6.1264
H 1.9826 -0.0083 -4.3819
H 0.7638 -0.4654 -5.4994
H 3.7730 -0.9501 -5.3720
H 3.0101 -1.3406 -6.8286
H 1.8843 -2.9520 -5.7352
H 1.8112 1.1544 -7.0081
C 5.8240 2.8359 -4.1449
C 4.7631 1.8565 -3.5318
O 3.5903 2.6569 -3.4222
O 7.1180 2.3167 -4.0558
H 5.8732 3.6303 -3.4002
H 5.6206 3.2521 -5.1316
H 5.0313 1.5955 -2.5081
H 4.5835 1.0406 -4.2320
H 3.0064 2.3247 -4.1080
H 7.2081 1.5728 -4.6558
C -5.4339 0.3143 -1.8906
C -5.5845 -0.6755 -0.7743
O -6.8731 -1.1732 -0.8330
O -6.5652 1.1293 -2.0714
H -5.2746 -0.3384 -2.7490
H -4.4884 0.8566 -1.8999
H -5.5038 -0.2710 0.2346
H -4.8787 -1.5044 -0.8277
H -6.9346 -1.8430 -1.5179
H -6.4446 1.5361 -2.9325
C 0.1606 2.4853 4.3854
C 1.5286 2.3755 4.0026
O 1.6448 2.3237 2.6025
O -0.5669 3.5575 3.7593
H 0.0064 2.5927 5.4591
H -0.3992 1.5994 4.0854
H 1.9728 1.4943 4.4656
H 2.0989 3.2042 4.4222
H 1.1865 1.5767 2.2108
H -0.8043 4.1856 4.4454
C 0.2515 4.3578 -2.6879
C 0.5375 5.9056 -2.5625
O 1.0601 6.2943 -1.3296
O -0.6358 3.9739 -1.6990
H 1.0544 3.6465 -2.4942
H 0.0257 4.1035 -3.7235
H -0.4027 6.4273 -2.7413
H 1.1960 6.0905 -3.4112
H 1.1424 7.2469 -1.2432
H -0.5345 3.0193 -1.7110
C 4.4029 4.6296 0.8021
C 4.1178 3.6467 -0.3161
O 2.8670 3.7268 -0.9620
O 3.3448 4.7054 1.7605
H 4.5727 5.6446 0.4428
H 5.2798 4.3630 1.3921
H 4.1768 2.6695 0.1631
H 4.9808 3.5519 -0.9752
H 3.1176 3.3687 -1.8168
H 3.6929 5.3629 2.3671
```

Here are the Mulliken charges for atoms 1 to 5, given in e: atom 1 (C): -1.506, atom 2 (C): 2.857, atom 3 (C): -1.230, atom 4 (C): 0.561, atom 5 (C): -0.471



The following is a quantum chemistry calculation of a cluster of 12 separate species, C38H95BClN7O22 in total, from the Open Molecules 2025 dataset.

Output
Highest occupied orbital energy: -3.6 eV
Net charge: -2
Strongest force on any atom: 4.488 eV/Å

Structure (XYZ):
```
164
C38H95BClN7O22 | the Open Molecules 2025 dataset | the ωB97M-V functional and the def2-TZVPD basis
Cl -3.9224 4.5378 1.9652
O -3.9170 3.1073 1.6731
O -5.2150 4.7349 2.6202
O -2.8462 4.9132 2.8138
O -3.9236 5.2187 0.7016
O 3.8693 -0.9752 1.0171
C 2.8759 -0.3566 0.7490
O 1.6523 -0.5848 1.1327
B 0.6837 0.2803 0.4227
O 1.5343 1.3358 -0.1753
C 2.8150 0.9925 -0.0446
O 3.7440 1.6758 -0.3571
O -0.3058 0.8420 1.3547
C -1.5091 0.2826 1.0504
O -2.5721 0.4122 1.5423
C -1.3180 -0.5698 -0.2459
O -0.0527 -0.4550 -0.6283
O -2.1170 -1.2724 -0.7918
C 8.5373 -2.1355 -2.3026
C 7.0530 -2.3571 -1.9332
C 6.5034 -1.3702 -0.9145
O 6.7648 -0.0551 -1.3965
C 6.8307 0.9211 -0.3848
N 6.2500 -2.3614 -3.1720
H 8.6975 -1.0881 -2.5499
H 8.8812 -2.8036 -3.0895
H 9.1209 -2.3495 -1.4010
H 7.0189 -3.3569 -1.4741
H 7.1604 -1.5286 -0.0458
H 5.4567 -1.4152 -0.6168
H 7.7309 0.8442 0.2453
H 5.9783 0.7478 0.2744
H 6.8643 1.9166 -0.8201
H 6.6452 -3.1242 -3.7283
H 5.3492 -2.8117 -2.9684
C -3.1994 2.2807 -1.9456
C -1.7370 2.7169 -1.9503
C -1.2148 3.1692 -3.2879
O -1.5803 2.2003 -4.2783
C -0.9834 2.3365 -5.5428
N -1.5676 3.8384 -1.0094
H -4.0182 3.0003 -1.9878
H -3.3415 1.7437 -1.0020
H -3.3986 1.5682 -2.7495
H -1.1044 1.8836 -1.6361
H -0.1234 3.2395 -3.2348
H -1.6430 4.1130 -3.6448
H -0.5790 3.3425 -5.6756
H -1.6455 2.0935 -6.3751
H -0.1664 1.6146 -5.6508
H -2.2174 4.5635 -1.3110
H -2.0355 3.5610 -0.1439
C -2.8564 1.5124 4.9730
C -4.2699 0.9928 4.9448
C -5.3216 2.0429 5.3047
O -6.6415 1.5695 5.0462
C -7.5500 2.3768 5.7339
N -4.5386 0.3776 3.6341
H -2.6081 2.0020 5.9294
H -2.6945 2.3004 4.2313
H -2.1324 0.7050 4.8638
H -4.2519 0.2245 5.7304
H -5.1505 2.9796 4.7600
H -5.2330 2.2835 6.3729
H -7.5223 3.4359 5.4446
H -7.4026 2.4168 6.8241
H -8.5545 1.9926 5.5507
H -3.8336 -0.3541 3.6015
H -4.2368 1.0798 2.9609
C 1.9283 0.4408 -3.5346
C 3.1626 -0.4632 -3.4905
C 3.1263 -1.5471 -4.5729
O 4.3736 -1.6655 -5.2505
C 4.4140 -2.6110 -6.2705
N 4.4430 0.3289 -3.5461
H 1.7504 0.9477 -4.4915
H 1.9746 1.2667 -2.8208
H 1.0081 -0.1095 -3.3156
H 3.1469 -0.7861 -2.4437
H 2.3554 -1.3763 -5.3347
H 2.9667 -2.5461 -4.1540
H 3.6124 -3.3513 -6.1423
H 5.3877 -3.1015 -6.3013
H 4.2418 -2.1822 -7.2673
H 4.0721 1.1872 -3.9812
H 4.5362 0.7950 -2.6381
C 0.5115 3.8881 2.2158
C 1.2159 4.9649 1.3988
C 2.5444 5.3726 2.0249
O 2.4051 5.6167 3.4026
C 3.4841 6.3182 3.9213
N 1.3916 4.4849 0.0401
H -0.0854 4.2866 3.0405
H 1.2074 3.0551 2.3190
H -0.3515 3.5633 1.6255
H 0.5903 5.8647 1.4233
H 2.9293 6.2774 1.5357
H 3.2620 4.5541 1.8490
H 3.4614 6.4316 5.0065
H 3.5652 7.3343 3.5114
H 4.4511 5.8333 3.7231
H 0.4864 4.2622 -0.3672
H 1.7997 3.5618 0.1681
C 5.0131 -5.4241 -0.5552
C 3.6697 -4.8826 -1.0947
C 3.0153 -3.8484 -0.2390
O 1.6620 -3.8587 -0.6932
C 0.8799 -2.9144 0.0400
N 3.8886 -4.3644 -2.4718
H 5.6365 -6.0115 -1.2340
H 4.7981 -6.0753 0.2949
H 5.6891 -4.6188 -0.2539
H 3.1031 -5.8194 -1.1020
H 3.4548 -2.8489 -0.3182
H 3.0971 -4.1429 0.8158
H 1.2762 -1.9296 -0.2180
H 0.9588 -3.0284 1.1262
H -0.1763 -2.9691 -0.2132
H 4.2018 -5.1864 -2.9910
H 2.9510 -4.2690 -2.8668
C -5.4747 -3.2130 1.1015
C -5.6711 -1.7190 1.1758
C -5.9372 -1.0439 -0.1636
O -6.2663 0.3240 -0.0923
C -6.3870 0.8250 -1.4003
N -6.8014 -1.3446 2.1298
H -4.6416 -3.3808 0.4071
H -6.3291 -3.6547 0.5700
H -5.2977 -3.7743 2.0148
H -4.7776 -1.2738 1.6216
H -6.7348 -1.6042 -0.6763
H -4.9937 -1.1189 -0.7209
H -7.1933 0.3323 -1.9571
H -5.4365 0.7792 -1.9387
H -6.6494 1.8789 -1.2960
H -7.0476 -2.2434 2.5526
H -7.5817 -1.3003 1.4639
C -3.6398 -0.9806 -4.0972
C -2.7111 -1.9787 -4.7670
O -2.7228 -1.9155 -6.2153
H -3.4590 0.0670 -4.3352
H -3.3526 -1.0688 -3.0449
H -4.6693 -1.2706 -4.2957
H -3.0584 -2.9831 -4.5086
H -1.6574 -1.8860 -4.4992
H -1.8192 -1.8652 -6.5238
C 2.0754 -1.6935 4.1697
C 0.7315 -1.4985 4.8698
O -0.0890 -0.7719 3.9584
H 2.7423 -2.4385 4.6173
H 2.6398 -0.7634 4.0806
H 1.9651 -2.0472 3.1441
H 0.7589 -0.9947 5.8413
H 0.2489 -2.4439 5.1249
H 0.2572 0.1110 3.7887
C -1.8583 -3.1978 1.9999
C -2.2776 -3.4161 3.4386
O -2.5040 -2.1313 4.0025
H -2.5994 -2.6047 1.4648
H -1.8244 -4.1523 1.4536
H -0.8939 -2.7169 1.8169
H -1.5790 -4.0194 4.0293
H -3.2668 -3.8808 3.4039
H -1.6685 -1.6273 3.9798
```

Here are the Mulliken charges for atoms 1 to 5, given in e: atom 1 (Cl): 1.781, atom 2 (O): -0.736, atom 3 (O): -0.736, atom 4 (O): -0.652, atom 5 (O): -0.708